{"formula": "C3H4F13K5N2O19S7", "method": "ωB97M-V with the def2-TZVPD basis set", "symbols": ["H", "F", "F", "S", "O", "O", "O", "F", "K", "O", "S", "O", "C", "F", "O", "O", "O", "H", "S", "C", "F", "O", "F", "F", "O", "O", "F", "F", "H", "O", "N", "F", "O", "O", "K", "O", "S", "O", "C", "S", "K", "O", "S", "O", "O", "N", "F", "F", "K", "F", "H", "S", "K"], "coordinates": [[-0.8544, -0.8626, -5.2999], [2.8454, 2.9535, 5.3554], [0.8613, 1.1442, -0.1656], [2.0586, -1.2197, -0.9535], [-4.2049, -3.1295, 1.1922], [3.2792, -0.6192, -0.3570], [-3.0873, 0.4688, -1.0823], [-2.3095, 2.5054, -0.4368], [1.8647, -2.9281, -4.3999], [-4.4634, 2.4305, -1.6544], [2.6817, 2.8684, -5.6501], [1.8017, -1.0124, -2.4038], [0.6701, -0.1897, -0.1240], [1.4405, 3.2683, -3.2573], [1.5134, 2.8863, -6.5084], [-0.0517, -0.9020, -4.7766], [-3.2867, -4.6221, 3.5133], [0.2539, 0.0066, -4.7351], [-5.5359, 0.9258, 0.6168], [2.1246, 2.3122, -3.8662], [1.7374, 1.0493, 5.5859], [3.2550, 4.1845, -5.3925], [-5.5299, 0.0907, 2.0423], [-1.3960, -5.9513, 2.6863], [-2.6259, -1.6123, 2.4285], [0.3714, 1.3204, 2.9305], [-0.4446, -0.4738, -0.7816], [0.6444, -0.6638, 1.1540], [3.8047, -1.6223, 2.9134], [2.7774, 1.2968, 2.7573], [-1.6164, -3.8641, 1.6719], [3.1778, 2.0585, -3.0734], [1.8506, -2.6205, -0.4985], [-3.2891, -5.7113, 1.2470], [0.5606, 4.0931, -0.0233], [3.6742, 1.8486, -5.9224], [-2.8396, -2.7150, 1.4878], [-6.6838, 1.7945, 0.8257], [1.7012, 2.2711, 5.0427], [-2.5902, -4.9651, 2.2854], [0.7733, -3.1347, 2.6790], [-5.5859, -0.2131, -0.2679], [1.6044, 2.0651, 3.1337], [3.0343, -1.3615, 2.4045], [1.5673, 3.4790, 2.6437], [-4.0380, 1.7635, 0.8358], [-2.3345, -2.1433, 0.0317], [1.4388, 1.1917, -3.9174], [5.2062, 1.1580, 0.3914], [0.6255, 2.9544, 5.4296], [2.9108, -0.4265, 2.6153], [-3.7082, 1.6786, -0.6651], [4.3658, -3.1037, 0.3120]], "lowdin_charge": [0.061, 0.098, 0.105, 0.560, -0.253, -0.517, -0.309, -0.290, 0.955, -0.289, 0.464, -0.384, -0.562, 0.114, -0.324, -0.101, -0.278, 0.021, 0.596, -0.663, 0.128, -0.347, -0.233, -0.229, -0.290, -0.283, 0.172, 0.066, 0.043, -0.373, -0.404, 0.090, -0.423, -0.291, 0.906, -0.356, 0.583, -0.299, -0.606, 0.469, 0.882, -0.280, 0.536, -0.148, -0.404, -0.245, -0.212, 0.101, 0.938, 0.154, -0.011, 0.410, 0.950], "mol_weight_g_mol": 1038.99, "largest_force_ev_per_a": 5.52, "energy_ha": -8741.135900, "multiplicity": 1, "homo_lumo_gap_ha": 0.1658}



{"formula": "C3H4F2", "method": "ωB97M-V with the def2-TZVPD basis set", "symbols": ["C", "H", "H", "H", "H", "C", "C", "F", "F"], "coordinates": [[1.1031, -0.0625, -0.1581], [-1.1352, -1.3525, -0.7034], [0.5798, 2.0057, -0.2583], [2.2764, 1.4857, 0.3873], [-1.8271, -1.4727, 0.9872], [1.3749, 1.2088, -0.0264], [-1.7646, -0.9109, 0.0966], [1.7733, -1.1552, -0.1629], [-2.3805, 0.2535, -0.1620]], "lowdin_charge": [-0.196, 0.048, 0.090, 0.021, 0.038, -0.012, -0.032, 0.086, -0.044], "e_above_lowest_kcal_mol": 120.21, "mol_weight_g_mol": 78.06, "largest_force_ev_per_a": 2.89, "energy_ha": -316.224290, "multiplicity": 1, "homo_lumo_gap_ha": [0.3574, 0.3084]}



{"formula": "C3H4F2", "method": "ωB97M-V with the def2-TZVPD basis set", "symbols": ["F", "C", "H", "C", "C", "H", "H", "F", "H"], "coordinates": [[0.3697, 1.5749, -0.0341], [0.2671, -1.0209, -0.8523], [0.5948, -1.7217, 1.4841], [0.8184, -0.8314, 0.6271], [-0.0974, 0.1078, -0.1032], [-0.5301, -1.9280, -0.8775], [1.0215, -1.2391, -1.5796], [-1.3539, 0.2171, 0.2518], [1.8434, -0.7713, 0.9838]], "lowdin_charge": [-0.049, -0.039, 0.162, -0.055, -0.496, 0.174, 0.097, 0.124, 0.084], "e_above_lowest_kcal_mol": 60.42, "mol_weight_g_mol": 78.06, "largest_force_ev_per_a": 6.14, "energy_ha": -316.319571, "smiles": "FC1(F)CC1", "multiplicity": 1, "homo_lumo_gap_ha": 0.4282}



{"formula": "C3H4F2N2O", "method": "ωB97M-V with the def2-TZVPD basis set", "symbols": ["H", "C", "F", "N", "N", "C", "H", "O", "F", "H", "C", "H"], "coordinates": [[1.2590, 1.9567, 0.3194], [-1.0872, -0.2586, 0.1177], [-1.9992, -0.6374, -0.8267], [0.8235, 1.0316, -0.1411], [1.2910, -0.2407, 0.3814], [-0.6493, 1.0758, -0.1142], [0.4020, -1.3484, -1.1975], [-1.2406, 2.1273, -0.0224], [-1.6600, -0.2933, 1.2896], [0.3457, -1.9879, 0.4239], [0.3138, -1.1358, -0.1377], [2.2012, -0.2894, -0.0924]], "lowdin_charge": [0.202, -0.471, 0.098, 0.031, -0.065, -0.369, 0.125, 0.124, 0.184, 0.088, -0.069, 0.124], "e_above_lowest_kcal_mol": 38.23, "mol_weight_g_mol": 122.07, "largest_force_ev_per_a": 6.42, "energy_ha": -501.130447, "smiles": "O=C1NNCC1(F)F", "multiplicity": 1, "homo_lumo_gap_ha": 0.3663}



{"formula": "C3H4F2N2O", "method": "ωB97M-V with the def2-TZVPD basis set", "symbols": ["C", "H", "F", "H", "H", "N", "F", "H", "C", "N", "O", "C"], "coordinates": [[-1.5100, -0.0444, -0.1004], [-1.5908, -0.8008, -1.0356], [-1.5157, -0.9331, 0.9056], [2.1433, 1.8135, 0.8401], [1.8263, -1.6837, -0.6514], [0.8836, -1.1065, -0.4203], [-2.6966, 0.6113, -0.0286], [0.1624, -1.7472, -0.1567], [-0.3130, 0.8574, 0.0709], [2.1704, 0.7389, 0.5000], [-0.5735, 2.1073, -0.0271], [1.0138, 0.1874, 0.1035]], "lowdin_charge": [-0.372, 0.201, 0.055, 0.117, 0.181, 0.082, 0.076, 0.065, -0.207, 0.109, 0.101, -0.407], "e_above_lowest_kcal_mol": 39.17, "mol_weight_g_mol": 122.07, "largest_force_ev_per_a": 6.21, "energy_ha": -501.128951, "smiles": "[H]/N=C(/N)C(=O)C(F)F", "multiplicity": 1, "homo_lumo_gap_ha": 0.3344}



{"formula": "C3H4F2O", "method": "ωB97M-V with the def2-TZVPD basis set", "symbols": ["H", "O", "C", "H", "F", "C", "H", "F", "H", "C"], "coordinates": [[0.5548, 1.5701, -0.3968], [0.9124, -0.7861, -0.1390], [-0.4622, -0.9998, -0.1516], [-0.7014, -2.1416, -0.2343], [-1.0217, 1.1494, -0.2582], [-1.4814, -0.1268, -0.0252], [2.4374, 0.3618, -0.4537], [-2.8212, -0.1734, 0.0950], [1.2701, 0.5977, 1.4165], [1.3134, 0.5488, 0.1473]], "lowdin_charge": [0.189, -0.202, -0.088, 0.163, -0.024, -0.295, 0.147, 0.116, 0.138, -0.145], "e_above_lowest_kcal_mol": 106.82, "mol_weight_g_mol": 94.06, "largest_force_ev_per_a": 5.56, "energy_ha": -391.502560, "multiplicity": 1, "homo_lumo_gap_ha": 0.3657}



{"formula": "C3H4F2S2", "method": "ωB97M-V with the def2-TZVPD basis set", "symbols": ["S", "F", "C", "H", "C", "H", "S", "H", "C", "H", "F"], "coordinates": [[-1.3691, 0.9508, -2.2429], [2.1937, -0.7624, 1.1737], [-0.9461, 0.2643, -0.7660], [0.5525, 0.1692, 1.7614], [1.1844, 0.0757, 0.8397], [-2.9984, 0.3522, 0.1696], [-1.9027, -0.1643, 0.5213], [1.1150, -0.3371, -1.3179], [0.3888, -0.3968, -0.4875], [0.1593, -1.4182, -0.2371], [1.6226, 1.2666, 0.5856]], "lowdin_charge": [0.623, 0.062, -1.204, 0.140, -0.459, -0.143, 0.891, 0.125, -0.231, 0.091, 0.104], "e_above_lowest_kcal_mol": 17.83, "mol_weight_g_mol": 142.19, "largest_force_ev_per_a": 3.50, "energy_ha": -1112.778486, "smiles": "FC(F)CC(=S)S", "multiplicity": 1, "homo_lumo_gap_ha": 0.3070}



{"formula": "C3H4F3N", "method": "ωB97M-V with the def2-TZVPD basis set", "symbols": ["F", "H", "F", "C", "N", "H", "H", "H", "F", "C", "C"], "coordinates": [[-0.1191, -1.4869, -0.8643], [2.2289, 0.1136, 1.4185], [-2.6130, -0.1506, 0.9260], [-0.3777, -0.3146, -0.1365], [0.4533, 0.4355, 0.5145], [2.1410, -0.5358, -0.2257], [2.4480, 1.2575, -0.0164], [-2.1002, -0.8353, -1.0318], [-2.0854, 1.2641, -0.6808], [1.9131, 0.2990, 0.3572], [-1.8889, -0.0465, -0.2606]], "lowdin_charge": [0.018, 0.097, 0.029, -0.274, 0.131, 0.048, 0.123, 0.156, 0.021, -0.061, -0.288], "e_above_lowest_kcal_mol": 3.69, "mol_weight_g_mol": 111.07, "s_squared": 2.006, "largest_force_ev_per_a": 8.45, "energy_ha": -470.860216, "multiplicity": 3, "homo_lumo_gap_ha": [0.2768, 0.2911]}



{"formula": "C3H4FI", "method": "ωB97M-V with the def2-TZVPD basis set", "symbols": ["F", "H", "C", "H", "I", "C", "H", "C", "H"], "coordinates": [[-1.2666, -2.2646, -0.1012], [0.7676, -1.9613, -0.1500], [-0.1741, -1.5251, 0.0741], [0.8361, 1.6789, -0.8154], [-2.4339, 0.8048, 0.0366], [0.6958, 0.9960, 0.0020], [1.5695, 0.4092, 0.1160], [-0.4402, 0.1258, -0.0063], [0.4457, 1.7365, 0.8444]], "lowdin_charge": [-0.053, 0.072, -0.105, 0.071, 0.826, -0.234, 0.064, -0.740, 0.099], "e_above_lowest_kcal_mol": 48.85, "mol_weight_g_mol": 185.97, "largest_force_ev_per_a": 9.25, "energy_ha": -514.146752, "smiles": "C/C(I)=C/F", "multiplicity": 1, "homo_lumo_gap_ha": [0.3100, 0.3139]}



{"formula": "C3H4FN3", "method": "ωB97M-V with the def2-TZVPD basis set", "symbols": ["C", "H", "F", "H", "H", "N", "N", "N", "C", "H", "C"], "coordinates": [[-2.7607, -0.0678, 0.7638], [-2.1758, -0.9860, 0.6568], [-3.2178, 0.3767, -0.3669], [2.4273, 1.9475, 0.4099], [2.7864, -0.6881, -0.2216], [0.5874, -0.6406, -0.0037], [-0.1217, 0.3727, 0.2640], [0.4239, 1.4878, 0.5476], [1.7274, 1.2092, 0.3600], [-2.6284, 0.6600, 1.5405], [1.8334, -0.1558, -0.0104]], "lowdin_charge": [0.058, 0.071, 0.033, 0.054, 0.101, 0.004, -0.100, 0.023, -0.158, 0.073, -0.160], "e_above_lowest_kcal_mol": 132.79, "mol_weight_g_mol": 101.08, "largest_force_ev_per_a": 3.09, "energy_ha": -380.648114, "multiplicity": 1, "homo_lumo_gap_ha": [0.3265, 0.2333]}



> Look up the multiplicity of the first one.

1